<1>
# H28NeO14

A structure of composition H28NeO14 (the ωB97M-V functional and the def2-TZVPD basis, the OMol25 dataset).

The geometry in XYZ format:
```
43
Properties=species:S:1:pos:R:3:lowdin_charge:R:1
Ne -0.07 0.02 -0.25 0.070
O -1.81 2.49 -1.64 -0.044
H -2.36 3.25 -1.45 0.064
H -2.13 1.81 -1.05 -0.021
O 1.46 2.57 2.90 -0.028
H 0.65 2.21 2.54 0.004
H 1.27 2.70 3.83 0.071
O -3.04 0.61 -0.16 -0.047
H -2.74 -0.03 -0.81 0.003
H -2.47 0.47 0.60 0.005
O 3.00 -2.78 0.97 -0.044
H 2.58 -2.09 1.47 -0.009
H 2.33 -3.45 0.87 0.039
O -1.02 1.71 1.73 -0.029
H -1.26 1.08 2.41 0.059
H -1.57 2.47 1.91 0.076
O -2.12 -1.57 -1.87 -0.048
H -2.83 -2.18 -2.06 0.069
H -1.48 -2.08 -1.37 -0.009
O -0.71 -3.62 -0.70 -0.016
H -0.83 -3.86 0.22 0.033
H -0.76 -4.45 -1.17 0.069
O -2.30 1.33 -4.26 -0.056
H -3.24 1.49 -4.32 0.022
H -2.09 1.50 -3.34 -0.022
O 2.70 -0.80 -1.03 -0.042
H 2.76 -0.01 -0.50 0.002
H 2.77 -1.52 -0.41 -0.010
O 2.81 1.60 0.90 -0.040
H 2.34 2.02 1.62 -0.021
H 3.70 1.96 0.94 0.083
O 2.91 -0.59 2.63 -0.035
H 2.79 0.19 2.10 -0.014
H 2.39 -0.43 3.42 0.046
O 0.49 -1.27 -2.90 -0.056
H -0.39 -1.16 -2.53 -0.037
H 1.07 -1.07 -2.16 -0.027
O -1.68 -2.03 2.31 -0.036
H -2.55 -2.29 1.98 0.041
H -1.12 -2.79 2.12 0.018
O 1.14 3.04 -1.38 -0.053
H 1.22 2.61 -0.53 -0.017
H 0.22 2.94 -1.61 -0.013
```

The calculation puts the HOMO-LUMO gap at 9.021 eV.

<2>
# H28NeO14

A structure of composition H28NeO14 (the ωB97M-V functional and the def2-TZVPD basis, the OMol25 dataset).

The geometry in XYZ format:
```
43
Properties=species:S:1:pos:R:3:lowdin_charge:R:1
Ne -0.08 -0.37 0.22 0.060
O 2.06 -1.83 2.56 -0.023
H 1.38 -2.48 2.71 0.051
H 2.76 -2.06 3.17 0.064
O 0.89 0.92 -3.64 -0.052
H 0.02 0.74 -3.26 -0.015
H 1.49 0.84 -2.90 -0.016
O -1.73 -1.82 -3.42 -0.049
H -2.46 -1.65 -4.01 0.049
H -1.75 -1.09 -2.80 -0.017
O 2.88 -0.48 -2.15 -0.060
H 2.95 -0.27 -1.22 -0.035
H 3.54 -1.16 -2.29 0.054
O 1.20 3.47 0.01 -0.031
H 1.55 2.90 0.70 -0.020
H 1.67 3.21 -0.78 0.060
O -2.14 -3.07 0.63 -0.029
H -2.36 -3.31 -0.27 0.059
H -1.35 -3.58 0.82 0.056
O -1.39 2.37 -0.20 -0.045
H -0.44 2.54 -0.22 0.002
H -1.57 2.16 0.71 -0.010
O 2.21 1.97 2.11 -0.019
H 2.94 2.60 2.17 0.084
H 1.49 2.41 2.55 0.080
O -2.02 1.87 2.54 -0.044
H -2.24 1.07 2.06 -0.010
H -2.86 2.25 2.77 0.069
O -2.90 -0.41 1.04 -0.042
H -3.84 -0.56 1.15 0.059
H -2.54 -1.29 0.90 -0.012
O 0.94 -2.73 -2.89 -0.067
H 0.00 -2.57 -2.98 -0.027
H 1.32 -1.86 -2.77 -0.016
O -1.81 0.65 -2.25 -0.053
H -1.68 0.99 -1.36 -0.008
H -2.75 0.46 -2.30 0.056
O -0.36 -0.22 3.96 -0.042
H -0.73 0.46 3.41 -0.017
H 0.09 -0.81 3.35 -0.009
O 2.65 -0.06 0.35 -0.049
H 2.49 0.67 0.95 -0.004
H 2.48 -0.84 0.87 0.017
```

The calculation puts the HOMO-LUMO gap at 9.730 eV.

The structure shown above that is most stable: <2>.